# 1
C17H26N2O8PPbSTe | ωB97M-V/def2-TZVPD

Calculated total energy ... -70077.71510 eV
Lowest unoccupied orbital energy ... 2.26 eV
Energy relative to the best compared isomer or geometry (same formula, charge and spin) ... 0.099 eV
Highest occupied orbital energy ... -4.75 eV
Charge ... -1

Last column: Löwdin charge in e.
Positions of all 57 atoms, in Å:
1 Pb 0.741 0.489 2.648  0.87
2 C -1.554 2.175 -0.465  -0.12
3 O -1.371 1.114 -1.431  -0.36
4 P 0.144 0.801 -1.900  0.82
5 O -0.236 -0.574 -2.746  -0.38
6 C -0.516 -1.773 -1.962  -0.11
7 O 0.302 1.796 -3.149  -0.37
8 C -0.748 1.890 -4.134  -0.13
9 H -0.585 2.453 -0.072  0.05
10 H -2.126 1.795 0.405  0.06
11 H -2.017 3.093 -0.870  0.09
12 H -0.356 -2.578 -2.656  0.08
13 H -1.553 -1.623 -1.577  0.09
14 H 0.155 -1.790 -1.092  0.04
15 H -1.731 1.549 -3.734  0.09
16 H -0.441 1.321 -5.087  0.11
17 H -0.858 2.922 -4.408  0.06
18 Te -0.006 -1.878 4.313  0.70
19 O -2.223 -2.452 0.692  -0.30
20 S -0.942 -2.247 1.310  0.23
21 O -1.210 -2.496 2.862  -0.87
22 O -0.457 -0.857 1.163  -0.59
23 O 0.103 -3.130 0.855  -0.34
24 C 3.370 -2.829 1.500  0.00
25 N 4.065 -2.333 0.219  -0.07
26 C 3.813 -3.216 -0.890  -0.18
27 C 4.491 -2.635 -2.153  -0.17
28 C 3.937 -1.242 -2.395  -0.18
29 N 4.009 -0.445 -1.187  -0.09
30 C 3.781 0.956 -1.387  -0.08
31 C 3.991 -0.950 0.080  -0.49
32 O 3.890 -0.175 1.032  -0.02
33 H 3.845 -3.761 1.688  0.07
34 H 2.290 -2.930 1.374  0.06
35 H 3.452 -2.068 2.281  0.07
36 H 2.709 -3.269 -1.067  0.13
37 H 4.140 -4.232 -0.615  0.12
38 H 4.361 -3.326 -2.972  0.10
39 H 5.581 -2.579 -2.025  0.11
40 H 2.873 -1.361 -2.786  0.14
41 H 4.586 -0.710 -3.175  0.14
42 H 4.731 1.550 -1.461  0.10
43 H 3.266 1.367 -0.542  0.06
44 H 3.198 1.193 -2.301  0.08
45 C -1.299 1.524 3.108  -0.25
46 C -2.435 1.978 3.143  -0.19
47 C -3.788 2.356 3.010  -0.26
48 C -4.390 3.349 3.832  -0.05
49 C -5.732 3.590 3.681  -0.11
50 C -6.513 2.896 2.740  -0.11
51 C -5.926 1.960 1.897  -0.09
52 C -4.578 1.673 2.066  -0.04
53 H -3.866 3.850 4.633  0.11
54 H -6.141 4.356 4.324  0.09
55 H -7.561 3.165 2.716  0.09
56 H -6.600 1.409 1.241  0.10
57 H -4.063 0.888 1.425  0.14


# 2
C17H26N4O4S | ωB97M-V/def2-TZVPD

Calculated total energy ... -43034.07310 eV
Lowest unoccupied orbital energy ... 0.45 eV
Energy relative to the best compared isomer or geometry (same formula, charge and spin) ... 3.387 eV
Highest occupied orbital energy ... -7.56 eV
SMILES ... COc1cc(OC)c(OC)cc1/C=N/NC(=S)NCCN1CCOCC1

Last column: Löwdin charge in e.
Positions of all 52 atoms, in Å:
1 C -3.491 -3.927 0.920  -0.08
2 H -3.886 -3.542 1.866  0.10
3 O -2.369 -3.195 0.492  -0.09
4 C -2.522 -1.873 0.186  -0.22
5 C -3.717 -1.176 0.326  0.05
6 C -3.804 0.162 -0.025  -0.19
7 C -2.666 0.834 -0.530  -0.20
8 C -1.469 0.151 -0.611  0.05
9 C -1.376 -1.201 -0.264  -0.14
10 C -0.146 -1.941 -0.421  -0.07
11 N 1.008 -1.409 -0.285  0.05
12 N 2.084 -2.178 -0.544  -0.04
13 C 3.382 -1.847 -0.324  -0.90
14 N 3.724 -0.829 0.488  -0.01
15 H 4.728 -0.718 0.566  0.11
16 C 2.965 -0.320 1.612  -0.17
17 C 3.348 1.139 1.919  -0.18
18 N 2.677 2.158 1.150  -0.17
19 C 1.277 2.349 1.483  -0.16
20 H 1.178 2.454 2.565  0.13
21 C 0.804 3.633 0.801  -0.19
22 H -0.259 3.802 0.982  0.13
23 O 0.963 3.554 -0.598  -0.17
24 C 2.311 3.313 -0.937  -0.18
25 H 2.343 3.242 -2.026  0.13
26 C 2.825 2.027 -0.289  -0.16
27 H 3.880 1.893 -0.530  0.13
28 H 2.256 1.171 -0.685  0.12
29 H 2.931 4.158 -0.604  0.13
30 H 1.383 4.483 1.192  0.13
31 H 0.644 1.511 1.145  0.12
32 H 3.139 1.342 2.973  0.12
33 H 4.425 1.262 1.760  0.12
34 H 1.903 -0.394 1.376  0.09
35 H 3.172 -0.934 2.500  0.12
36 S 4.548 -2.734 -1.100  0.57
37 H 1.952 -3.069 -1.025  0.12
38 H -0.251 -3.002 -0.667  0.13
39 H -0.582 0.639 -0.981  0.11
40 O -2.868 2.122 -0.915  -0.07
41 C -1.928 2.702 -1.796  -0.06
42 H -2.377 3.639 -2.120  0.10
43 H -0.973 2.912 -1.311  0.06
44 H -1.760 2.060 -2.666  0.10
45 O -4.934 0.908 0.058  -0.05
46 C -6.112 0.309 0.535  -0.08
47 H -6.868 1.092 0.514  0.10
48 H -6.434 -0.519 -0.106  0.10
49 H -5.996 -0.050 1.563  0.10
50 H -4.592 -1.684 0.695  0.09
51 H -4.284 -3.930 0.165  0.10
52 H -3.135 -4.945 1.070  0.10


# 3
C17H26N6 | ωB97M-V/def2-TZVPD

Calculated total energy ... -26989.05698 eV
Lowest unoccupied orbital energy ... 0.75 eV
Energy relative to the best compared isomer or geometry (same formula, charge and spin) ... 2.618 eV
Highest occupied orbital energy ... -7.82 eV
SMILES ... Cc1cnc(NC2CCN(C)CC2)nc1-c1cn[nH]c1C(C)C

Last column: Löwdin charge in e.
Positions of all 49 atoms, in Å:
1 N -0.709 0.301 -4.779  0.04
2 N 2.811 -0.716 0.379  0.13
3 N 0.797 -0.127 -0.557  0.21
4 C 0.048 -0.420 -3.977  -0.10
5 C 0.461 0.352 -2.762  -0.10
6 C -0.210 1.549 -2.931  -0.21
7 C 1.537 -0.463 0.473  -0.44
8 C 3.446 -0.561 -0.844  -0.04
9 C 1.402 -0.097 -1.712  -0.21
10 C 2.760 -0.285 -2.006  -0.20
11 N -0.893 1.449 -4.078  0.01
12 N -2.147 -2.003 3.852  -0.22
13 N 1.011 -0.680 1.694  0.05
14 C 3.436 -0.404 -3.365  -0.03
15 C -3.191 -2.552 4.739  -0.10
16 C 1.164 3.478 -2.345  -0.08
17 C -1.389 3.513 -2.041  -0.07
18 C -2.032 -2.566 2.457  -0.17
19 C -1.600 -0.740 4.289  -0.23
20 C -0.708 -2.343 1.822  -0.15
21 C -0.332 -0.402 3.521  -0.13
22 C -0.064 2.724 -1.958  -0.38
23 C -0.341 -0.909 2.042  -0.35
24 H 0.464 -1.310 -4.353  0.09
25 H 4.494 -0.713 -0.805  0.10
26 H -1.471 2.213 -4.436  0.16
27 H 1.690 -1.124 2.333  0.15
28 H 2.516 -0.382 -4.052  0.08
29 H 4.184 0.375 -3.595  0.08
30 H 3.901 -1.364 -3.500  0.07
31 H -4.099 -2.042 4.606  0.03
32 H -2.883 -2.297 5.854  0.11
33 H -3.488 -3.680 4.577  0.11
34 H 1.952 2.748 -2.618  0.08
35 H 1.456 4.201 -1.529  0.09
36 H 0.954 4.145 -3.317  0.13
37 H -1.300 4.382 -1.381  0.09
38 H -1.527 3.790 -3.085  0.07
39 H -2.213 2.947 -1.742  0.06
40 H -2.785 -2.129 1.855  0.10
41 H -2.259 -3.639 2.508  0.12
42 H -2.376 -0.047 4.079  0.09
43 H -1.309 -0.612 5.406  0.14
44 H -0.510 -2.713 0.742  0.16
45 H 0.003 -2.853 2.395  0.10
46 H 0.455 -0.828 4.122  0.10
47 H -0.091 0.689 3.473  0.13
48 H 0.003 2.403 -0.861  0.15
49 H -1.019 -0.256 1.411  0.17


# 4
C17H26OOsSiTe4 | ωB97M-V/def2-TZVPD

Expectation value of S² ... 6.0451
Spin multiplicity ... 5
Calculated total energy ... -59614.98445 eV
Lowest unoccupied orbital energy (alpha / beta) ... -1.32 / -2.33 eV
Energy relative to the best compared isomer or geometry (same formula, charge and spin) ... 0.343 eV
Highest occupied orbital energy (alpha / beta) ... -7.52 / -7.79 eV

Last column: Löwdin charge in e.
Positions of all 50 atoms, in Å:
1 Os 0.011 0.445 -0.423  0.58
2 Te -0.144 3.064 0.072  0.30
3 Te -2.258 1.840 -1.089  0.13
4 Te -1.312 1.589 -3.632  0.07
5 Te 0.233 -0.539 -2.920  0.27
6 C 4.999 -1.389 1.998  -0.18
7 Si 4.569 0.385 1.672  0.40
8 C 4.530 1.345 3.258  -0.18
9 C 5.780 1.153 0.488  -0.19
10 C 2.927 0.446 0.847  -0.16
11 C 1.866 0.471 0.233  -0.43
12 H 5.981 -1.464 2.480  0.04
13 H 5.034 -1.964 1.066  0.04
14 H 4.256 -1.857 2.654  0.02
15 H 5.531 1.367 3.703  0.04
16 H 3.845 0.890 3.982  0.03
17 H 4.211 2.378 3.090  0.03
18 H 6.786 1.180 0.921  0.03
19 H 5.486 2.179 0.243  0.03
20 H 5.824 0.584 -0.447  0.04
21 C 1.735 -2.765 -0.742  -0.12
22 C 1.252 -3.533 0.485  -0.36
23 C -0.045 -4.283 0.152  -0.05
24 C 1.051 -2.730 1.768  -0.13
25 C 1.722 -3.183 2.903  -0.06
26 C 1.466 -2.672 4.160  -0.09
27 C 0.449 -1.743 4.290  -0.05
28 C -0.255 -1.256 3.188  -0.13
29 C -1.474 -0.396 3.501  -0.37
30 C -1.518 0.962 2.810  -0.12
31 C -2.751 -1.186 3.192  -0.06
32 C 0.117 -1.678 1.890  -0.26
33 O -0.453 -1.167 0.759  -0.33
34 H 1.980 -3.465 -1.549  0.09
35 H 2.612 -2.154 -0.523  0.07
36 H 0.942 -2.109 -1.093  -0.11
37 H 2.021 -4.274 0.714  0.12
38 H -0.847 -3.571 -0.063  0.08
39 H -0.356 -4.914 0.988  0.08
40 H 0.093 -4.922 -0.728  0.08
41 H 2.450 -3.981 2.789  0.11
42 H 2.008 -3.030 5.028  0.10
43 H 0.172 -1.389 5.279  0.11
44 H -1.441 -0.206 4.574  0.12
45 H -1.815 0.828 1.775  -0.02
46 H -0.549 1.454 2.844  0.05
47 H -2.255 1.618 3.286  0.09
48 H -2.804 -1.413 2.123  0.08
49 H -3.642 -0.611 3.471  0.08
50 H -2.766 -2.132 3.741  0.08